(1)
{
  "formula": "C39H57ClFIN2O8PS",
  "method": "the ωB97M-V functional and the def2-TZVPD basis",
  "elements": ["H", "H", "H", "H", "H", "H", "O", "C", "H", "O", "C", "C", "C", "H", "H", "C", "C", "H", "C", "H", "H", "C", "C", "C", "H", "H", "H", "H", "H", "H", "C", "O", "C", "H", "C", "H", "C", "C", "P", "C", "H", "H", "N", "H", "H", "C", "H", "H", "Cl", "C", "C", "C", "H", "H", "C", "H", "C", "H", "C", "C", "C", "O", "H", "O", "C", "H", "C", "C", "H", "H", "H", "H", "C", "H", "H", "H", "H", "O", "C", "C", "C", "I", "O", "F", "S", "H", "C", "C", "H", "H", "N", "C", "H", "H", "H", "C", "H", "H", "H", "H", "O", "C", "H", "H", "H", "H", "C", "H", "H", "H", "C"],
  "coordinates": [[4.039, -5.097, -2.914], [4.376, -2.742, -4.063], [3.124, 3.183, -1.642], [2.657, -0.927, -3.677], [-4.122, 8.391, -0.137], [0.412, 5.038, 3.551], [-2.972, -0.261, 2.671], [-2.176, 8.681, 0.729], [-5.381, 0.812, -3.267], [-7.411, -0.196, 3.236], [-0.487, 1.460, 0.933], [-3.117, 0.827, -0.794], [4.663, -9.935, -3.239], [1.382, -1.370, 1.775], [-3.297, 1.454, -4.574], [-7.973, -1.488, 3.500], [-2.233, 7.476, 1.651], [5.672, -8.021, -3.411], [-1.863, 1.406, -2.877], [-5.650, 0.592, 3.994], [-0.689, -1.320, -1.674], [-3.073, 8.246, -0.413], [1.950, -5.873, -1.191], [4.072, -10.022, -4.633], [-8.496, -1.438, 4.461], [-7.019, -3.336, 4.181], [-1.321, 7.354, 2.239], [0.067, -0.452, -3.101], [4.855, -9.860, -5.379], [-2.889, 8.779, -1.345], [-0.862, 3.728, 2.102], [-2.424, 6.326, 0.817], [4.735, -8.434, -3.022], [3.590, -10.976, -4.847], [0.365, 0.552, 3.205], [-3.084, 7.540, 2.337], [2.120, -4.438, -1.849], [-1.801, 1.139, -1.386], [2.159, 1.239, -2.087], [0.747, 0.314, -1.161], [4.671, 5.398, -0.098], [-3.606, 6.180, -0.881], [1.525, -0.136, 0.060], [-2.365, 2.101, 2.085], [5.547, 3.849, 3.357], [-0.341, 0.150, 1.819], [3.206, 4.399, -0.040], [4.644, -8.158, -1.969], [1.662, 1.645, -4.073], [-3.199, 1.268, -3.473], [-0.425, 1.291, -0.660], [3.504, -2.966, -3.392], [5.227, 2.095, 1.719], [0.218, -3.541, -0.957], [-1.573, 2.513, 1.413], [5.631, -10.426, -3.140], [-0.563, 0.547, 4.490], [0.484, 2.022, 1.130], [0.701, -0.829, 1.073], [-6.813, -2.466, 3.556], [4.197, 4.541, 0.391], [5.006, 3.385, 0.132], [-1.897, 6.579, -1.153], [-0.438, -0.392, 5.250], [5.505, 4.165, 2.314], [-5.774, -1.487, 5.164], [-0.224, 4.483, 2.837], [3.311, -4.275, -2.731], [-8.697, -1.739, 2.723], [3.354, 4.110, 2.325], [-2.498, 9.603, 1.214], [0.827, 1.587, 3.171], [-5.690, -1.591, 4.078], [6.737, 2.812, 1.120], [2.297, -0.785, -0.199], [-5.530, -0.207, 2.413], [-0.997, 1.701, -3.505], [2.295, 2.763, -1.337], [2.502, -1.902, -3.153], [4.156, 4.720, 1.896], [5.688, 3.015, 1.340], [-1.980, 2.061, 5.074], [-1.400, -2.035, 2.971], [-2.312, -1.678, 0.701], [-1.796, -0.912, 2.092], [2.032, 0.700, 0.410], [-4.414, 0.899, -2.718], [0.273, -0.877, -2.074], [-6.571, -2.818, 2.548], [2.956, -8.434, -5.633], [-4.355, 0.701, -1.365], [-5.990, -0.263, 3.405], [-4.694, -1.969, 3.848], [6.282, 4.917, 2.153], [2.616, -6.014, -0.300], [1.309, -2.025, -2.281], [-3.125, 0.692, 0.325], [2.127, -9.148, -4.235], [0.865, -5.985, -0.934], [3.976, -10.384, -2.517], [3.655, -7.854, -3.768], [-2.763, 6.763, -0.507], [-2.119, 2.972, 0.534], [0.129, -1.641, 0.528], [1.229, -0.128, 3.467], [-0.079, 2.316, -1.011], [1.117, -3.363, -1.610], [2.179, -6.595, -2.030], [3.994, 5.755, 2.197], [-1.155, 8.825, 0.364], [3.102, -8.855, -4.637]],
  "forces_ev_per_a": [[-0.88, 0.61, 0.30], [-1.07, -0.38, 0.79], [-0.15, -0.37, 0.27], [-0.12, -1.06, 0.43], [0.04, -0.01, -0.05], [-0.95, -0.42, -1.04], [2.26, 0.40, -2.41], [0.33, 0.15, 0.00], [0.88, 0.02, 0.80], [0.16, -0.23, 0.08], [0.62, 0.72, -0.39], [1.63, 0.22, 0.41], [-0.09, -0.18, 0.31], [-0.66, 0.66, -0.43], [0.06, -0.21, 1.20], [-0.20, 0.17, 0.16], [-0.17, -0.15, 0.22], [0.05, -0.05, 0.07], [-3.19, -0.95, 2.36], [-0.08, 0.03, -0.05], [1.00, 0.62, -0.44], [-0.35, 0.08, -0.09], [-0.51, 1.14, -1.32], [0.17, -0.02, -0.31], [-0.04, -0.10, -0.02], [-0.01, 0.05, -0.02], [-0.03, -0.11, -0.03], [-0.05, -0.33, 1.27], [-0.06, -0.03, 0.01], [0.00, -0.04, 0.04], [0.74, -0.44, 1.42], [-0.05, 0.20, -0.17], [0.16, 0.24, -0.06], [0.00, 0.06, 0.01], [-0.36, 0.77, 1.01], [0.05, 0.07, 0.05], [0.40, 0.56, -0.31], [-2.16, -0.14, -3.02], [2.19, 0.75, 0.04], [-1.28, 1.14, -0.81], [-0.07, 0.04, 0.04], [0.04, -0.06, 0.08], [0.77, 0.10, -0.26], [0.82, 0.26, -0.43], [0.01, -0.01, -0.06], [2.43, 0.57, -1.33], [0.02, 0.05, 0.09], [-0.06, 0.07, -0.05], [-0.57, 0.02, 0.92], [0.58, -0.12, 0.82], [-0.86, 0.94, -0.06], [-2.27, -0.53, 1.82], [0.07, -0.02, 0.08], [1.05, 0.04, -0.78], [0.33, 2.20, -0.19], [-0.04, 0.05, 0.00], [0.73, -2.48, 1.38], [-1.02, -0.89, -0.04], [-1.40, -1.19, 0.53], [-0.01, -0.23, -0.25], [0.20, 0.32, -0.21], [-0.19, 0.02, 0.13], [-0.04, 0.03, -0.09], [-0.20, 1.96, -1.41], [0.27, 0.15, 0.04], [0.04, 0.00, -0.05], [-0.63, -1.53, -1.08], [-1.89, 3.03, 0.15], [0.01, 0.12, 0.00], [-0.02, 0.06, -0.01], [0.01, -0.06, 0.00], [-0.86, -0.97, -0.50], [0.14, 0.02, 0.31], [-0.08, -0.02, -0.10], [-0.55, 0.14, -0.41], [0.08, 0.01, 0.04], [-0.70, -0.24, 0.62], [-1.25, -1.79, -0.92], [-0.31, -0.97, 0.73], [-0.29, -0.07, 0.15], [0.03, -0.23, -0.02], [0.45, -0.22, -0.32], [0.71, 2.25, -2.92], [1.46, 1.74, 1.25], [-3.65, -3.94, 4.83], [-0.41, -0.41, 0.29], [2.79, 0.62, 0.22], [0.35, -0.75, -0.42], [-0.03, -0.01, 0.05], [0.01, 0.09, 0.09], [1.76, 0.53, -1.75], [-0.07, 0.14, -0.27], [-0.04, 0.04, 0.01], [-0.02, -0.06, 0.03], [-0.64, 0.07, -0.87], [1.92, -2.80, 0.13], [-0.19, 0.13, -1.33], [-0.01, -0.05, -0.08], [1.04, -0.10, 0.09], [0.07, 0.01, -0.01], [0.09, -0.17, 0.06], [0.18, -0.20, -0.05], [0.62, -0.78, 0.80], [0.80, 0.95, 0.41], [-1.34, 0.36, -0.32], [-0.47, -1.01, 0.64], [2.43, 0.84, -1.78], [-0.05, 0.49, 1.21], [0.00, -0.05, -0.04], [-0.04, 0.02, 0.04], [-0.31, 0.06, 0.03]],
  "total_charge": 1,
  "homo_ev": -10.51,
  "e_tot_ha": -3828.46278,
  "lumo_ev": -3.0,
  "gap_ev": 7.5
}

(2)
{
  "formula": "C39H58F3GeMnN2O2Sb",
  "method": "the ωB97M-V functional and the def2-TZVPD basis",
  "elements": ["C", "H", "O", "H", "H", "C", "C", "H", "H", "C", "H", "H", "H", "H", "C", "C", "H", "H", "H", "H", "H", "F", "C", "Sb", "C", "H", "H", "H", "C", "H", "N", "H", "C", "C", "H", "H", "H", "H", "H", "C", "H", "H", "H", "H", "H", "H", "H", "C", "H", "C", "H", "Ge", "H", "H", "C", "H", "H", "H", "C", "H", "C", "C", "H", "H", "C", "H", "C", "C", "H", "H", "H", "H", "C", "C", "H", "O", "C", "H", "C", "F", "C", "C", "H", "H", "C", "C", "C", "H", "C", "H", "H", "C", "C", "H", "H", "H", "C", "C", "N", "H", "C", "C", "C", "F", "C", "Mn", "H"],
  "coordinates": [[-4.355, -1.828, 1.442], [-0.630, 1.350, -2.279], [-3.464, -0.180, -0.093], [4.427, -0.127, -3.905], [4.064, -3.288, -2.041], [-0.342, -0.637, 5.199], [1.679, 1.438, 1.920], [1.191, 2.335, -0.012], [-1.598, -1.609, -3.964], [0.258, -4.420, -3.182], [1.558, 0.915, -3.443], [1.046, -0.080, -4.890], [4.627, -1.376, -2.673], [-3.203, 5.120, -0.062], [-0.972, -2.479, -4.157], [1.686, -3.582, 0.319], [1.684, -2.633, -5.009], [1.166, -4.511, -0.056], [-0.729, -3.448, -0.853], [2.609, 0.662, -4.831], [3.899, -4.301, -0.543], [-5.437, -1.225, 2.133], [3.289, -1.785, 0.086], [1.224, -1.593, -1.971], [-0.504, -3.058, 5.038], [0.111, 3.930, 0.362], [-0.593, -5.035, -3.465], [-1.721, 0.015, -2.529], [4.067, 0.934, 2.046], [2.416, -4.050, 0.968], [-2.724, 1.773, -2.275], [-1.082, 5.151, 0.871], [3.373, -3.833, -1.348], [1.908, 0.198, -4.205], [-4.851, 1.437, -2.322], [2.625, 0.195, 3.473], [-0.068, -1.764, 1.973], [-3.023, 3.621, 5.856], [3.356, -2.084, -5.448], [4.346, 1.718, 0.947], [2.693, -1.070, 0.647], [4.943, 0.403, 2.489], [-0.701, -4.041, 5.466], [2.930, -3.155, -4.104], [1.069, -2.948, 0.939], [0.830, 5.267, 5.340], [-1.843, -2.132, -1.573], [-3.957, 1.118, -2.820], [-2.487, 1.733, 4.261], [-1.675, 0.830, 1.436], [-3.957, 0.045, -2.747], [-0.154, 0.983, 2.707], [-3.652, 3.628, -2.370], [1.128, -4.422, -3.806], [2.670, -2.287, -4.631], [-2.022, -3.917, -1.858], [-1.672, -3.239, -4.468], [-0.748, -2.049, 6.901], [-1.535, 1.021, -2.766], [-4.019, 3.485, -0.020], [-1.253, -3.063, -1.718], [-0.205, -1.774, 3.039], [-0.210, -3.843, 3.110], [5.385, 1.955, 0.718], [-2.702, 3.231, -2.595], [-1.302, 5.278, 6.444], [2.562, -1.062, -3.629], [-3.338, -0.785, 1.003], [0.535, -4.813, -2.156], [-1.934, 4.954, -1.670], [3.830, -1.156, -0.691], [-0.321, -2.425, -4.984], [-1.776, 2.545, 4.461], [-1.076, 4.498, 5.687], [-2.370, 3.449, -3.687], [-2.409, -0.403, 1.870], [-3.145, 4.038, 0.304], [3.741, 0.141, -2.337], [1.999, 2.024, 0.617], [-4.914, -2.359, 0.428], [-0.548, 2.559, 3.810], [2.799, 0.802, 2.590], [-1.114, 3.667, 1.635], [-3.103, 4.095, 1.359], [0.444, 3.537, 4.104], [-1.727, 3.928, -1.680], [0.168, 4.510, 5.040], [-0.467, 0.255, 5.791], [3.929, -0.594, -3.091], [2.844, -4.643, -1.852], [-4.087, 1.306, -3.859], [2.469, -2.782, -0.678], [-0.264, -3.051, -2.907], [4.039, -2.271, 0.774], [3.523, 2.613, -0.731], [1.470, 3.305, 3.673], [-0.540, -1.896, 5.804], [-2.059, 3.558, 5.381], [-1.877, 3.425, -0.237], [-0.647, 3.675, -1.883], [-0.339, -2.967, 3.679], [-0.118, -0.599, 3.810], [-0.868, 4.069, 0.674], [-3.730, -2.694, 2.283], [3.285, 2.141, 0.193], [-2.362, 1.427, -0.157], [-1.371, 1.075, -3.842]],
  "forces_ev_per_a": [[0.86, 2.50, 2.52], [0.27, 0.09, 0.30], [-0.53, -0.09, -0.31], [0.75, 0.56, -0.78], [-0.29, -0.96, 0.46], [-0.18, -1.37, -0.48], [1.42, -1.32, -0.91], [-0.30, 0.10, -0.27], [0.49, 0.32, -0.15], [-0.11, -0.41, 2.78], [0.20, -0.32, -0.24], [0.66, 0.35, 0.93], [-0.93, 0.67, -0.45], [-0.11, -1.26, 0.33], [-0.40, -0.83, 1.46], [-0.73, -1.30, 0.28], [0.48, 0.91, -0.19], [-0.01, 1.29, -0.01], [0.04, 0.60, 0.67], [1.10, 1.03, -1.02], [0.88, -0.31, 0.42], [1.53, -0.70, -0.19], [1.67, 1.09, -0.87], [-0.87, 0.27, -0.47], [-0.43, 0.19, 0.67], [1.70, -0.35, -0.41], [0.15, -0.37, -0.70], [0.04, -1.38, 0.47], [1.65, -0.56, 1.19], [0.40, 0.06, 0.63], [-0.63, -0.47, -0.76], [0.23, -0.46, -0.90], [0.27, 1.56, -1.00], [-1.90, -1.34, -0.50], [-0.32, 0.47, 0.52], [0.06, 0.08, -0.04], [-0.11, 0.28, -0.23], [-0.17, -0.10, 0.24], [0.10, -0.07, -0.21], [0.37, -0.62, 0.59], [-0.19, -0.10, 0.21], [-0.89, 0.52, 0.02], [0.25, 0.32, 0.15], [1.20, -1.09, 0.85], [-0.49, -0.17, 0.10], [1.13, 0.74, 0.15], [0.71, -0.51, 0.19], [0.58, 0.28, 0.28], [0.14, 0.41, -0.01], [0.64, -1.14, 1.48], [0.52, -0.42, 0.52], [-0.35, 1.53, -1.25], [-1.38, 0.37, -0.20], [0.17, -0.42, -0.62], [-1.39, 1.76, 0.25], [0.74, 1.23, -0.20], [-0.61, -0.54, -0.06], [0.28, 0.65, -1.22], [-0.49, 1.44, -0.27], [-0.25, -0.01, -0.03], [-1.42, -1.94, -0.96], [0.89, 0.97, 1.06], [-0.28, -1.15, -0.64], [-0.32, -0.29, -0.34], [2.10, -1.06, -1.08], [0.21, -0.56, -0.60], [-0.05, -1.21, 0.13], [1.63, 0.79, 1.75], [0.12, 0.03, -1.21], [0.19, 1.74, -0.23], [-0.16, -0.66, 1.32], [0.80, 0.78, -0.98], [0.01, 0.57, 0.09], [-0.50, 0.59, 0.10], [-0.87, -0.42, 1.55], [-1.47, -0.50, -1.40], [0.15, 1.01, -1.84], [0.15, 0.62, 0.58], [-1.56, -1.34, 2.79], [-0.60, -1.91, -1.72], [0.99, -0.18, 0.48], [-1.66, 1.07, -1.39], [0.62, -0.72, 0.57], [-0.08, -0.35, 1.11], [0.37, -1.77, -0.53], [1.83, -2.57, 1.64], [-1.34, -0.61, 0.27], [0.29, 0.27, 0.00], [-0.09, -1.75, 0.22], [-0.16, 0.29, -0.25], [0.06, 0.52, -1.16], [-0.15, -1.79, -0.47], [-0.42, 2.19, 0.46], [-0.66, 0.39, -0.64], [-0.14, 0.45, -0.73], [-1.32, 0.97, 0.47], [-0.21, -0.26, 0.95], [0.53, 0.01, -0.12], [-0.55, 2.27, 0.09], [-1.08, 0.59, -0.34], [0.35, -0.37, -0.11], [-0.65, -0.07, -0.12], [-2.39, 0.82, 0.18], [-1.18, 0.12, -0.68], [0.62, 0.87, -0.51], [0.06, 0.60, -1.15], [-0.21, 0.29, -0.30]],
  "homo_ev": [-5.30, -6.32],
  "e_tot_ha": -5548.35528,
  "lumo_ev": [0.3, 0.3],
  "multiplicity": 4,
  "gap_ev": [5.6, 6.6]
}